Record 1
{
  "formula": "C4H9NO",
  "method": "ωB97M-V/def2-TZVPD",
  "smiles": "CN1C[C@H]1CO",
  "relative_energy_ev": 2.267,
  "spin_multiplicity": 1,
  "gap_ev": 10.5,
  "e_lumo_ev": 1.132,
  "total_energy_ha": -287.74913,
  "e_homo_ev": -9.4,
  "total_charge": 0,
  "symbols": ["C", "N", "C", "C", "C", "O", "H", "H", "H", "H", "H", "H", "H", "H", "H"],
  "positions_angstrom": [[-1.93963, 0.60074, -0.10233], [-0.53594, 0.38752, -0.43316], [-0.21985, -1.03217, -0.49988], [0.32995, -0.19200, 0.58699], [1.81059, 0.14153, 0.52005], [2.23499, 0.34686, -0.80562], [-2.51662, 0.42774, -1.01749], [-2.31005, -0.10634, 0.66046], [-2.13151, 1.62068, 0.24080], [-1.01977, -1.72885, -0.25597], [0.42116, -1.31262, -1.32978], [-0.07643, -0.28844, 1.59578], [2.35721, -0.72877, 0.90478], [2.06524, 0.99938, 1.16211], [1.53067, 0.86474, -1.22673]],
  "atomic_forces_ev_per_a": [[-0.1263, 0.0765, 0.0411], [-0.0442, 0.0264, -0.0455], [-0.0032, -0.3259, -0.1297], [0.0685, -0.0756, 0.1212], [-0.0806, -0.0774, 0.3075], [-0.1158, 0.2268, -0.1266], [0.0262, 0.1063, 0.1715], [0.1223, 0.1481, -0.0643], [0.1526, -0.0900, -0.0278], [0.0787, 0.1006, -0.0531], [-0.0142, -0.1036, 0.1926], [-0.0133, -0.1027, -0.2114], [-0.0226, 0.1718, -0.0292], [-0.1489, -0.0494, -0.1303], [0.1206, -0.0319, -0.0161]],
  "lowdin_charge": [-0.105, -0.134, -0.117, -0.265, -0.234, -0.071, 0.086, 0.081, 0.079, 0.107, 0.110, 0.143, 0.122, 0.115, 0.083]
}

Record 2
{
  "formula": "C19H18F2O17PV3",
  "method": "ωB97M-V/def2-TZVPD",
  "spin_multiplicity": 1,
  "gap_ev": 5.3,
  "e_lumo_ev": -2.689,
  "total_energy_ha": -5387.23428,
  "e_homo_ev": -7.9,
  "total_charge": 0,
  "symbols": ["O", "V", "O", "O", "V", "O", "O", "V", "O", "C", "O", "O", "O", "O", "P", "O", "F", "F", "C", "C", "C", "C", "C", "C", "O", "O", "H", "H", "H", "H", "H", "H", "C", "C", "C", "C", "C", "C", "O", "O", "H", "H", "H", "H", "H", "H", "C", "C", "C", "C", "C", "C", "O", "O", "H", "H", "H", "H", "H", "H"],
  "positions_angstrom": [[2.36443, -4.35429, 0.69584], [0.81006, -4.61191, 0.83210], [0.45693, -4.77581, 2.33497], [-4.09688, -2.60974, -0.95008], [-3.03647, -3.39680, -0.08022], [-3.17453, -3.02357, 1.46323], [-0.96324, -2.95207, -4.46966], [-0.05955, -3.61716, -3.35734], [1.40698, -3.71126, -3.92939], [-1.06371, -4.89470, -1.12953], [-1.38055, -4.81119, 0.13016], [-1.83145, -4.25125, -1.92049], [0.19833, -4.80960, -1.35342], [0.40762, -2.52180, 0.47756], [-0.04928, -1.66416, -0.63122], [0.20528, -2.00807, -2.04639], [0.18218, -0.18122, -0.44133], [-1.65252, -1.66333, -0.53354], [3.51784, -0.52916, -1.83155], [4.04677, -1.25986, -0.77195], [5.23059, -1.95181, -0.97110], [5.85687, -1.94885, -2.20622], [5.32129, -1.21026, -3.24661], [4.14522, -0.49487, -3.05639], [3.70655, 0.30113, -4.08515], [5.80524, -2.71331, 0.01069], [2.66069, 0.11912, -1.66500], [3.46882, -1.35964, 0.13918], [6.77465, -2.50564, -2.33478], [5.73297, -1.19966, -4.24829], [2.97006, 0.83043, -3.76677], [5.36272, -2.58089, 0.85488], [0.31942, 2.23071, 2.93972], [0.63032, 2.56824, 4.24122], [1.35149, 3.73170, 4.50144], [1.70000, 4.56888, 3.43788], [1.41209, 4.22345, 2.12931], [0.76144, 3.02468, 1.88421], [0.47732, 2.72918, 0.58677], [1.79334, 3.95457, 5.77540], [-0.27557, 1.34623, 2.74079], [0.30297, 1.98607, 5.09392], [2.38946, 5.37587, 3.67480], [1.69922, 4.84811, 1.29536], [0.12164, 1.84766, 0.44963], [2.66781, 4.35363, 5.77701], [-5.59958, 0.80140, -0.25810], [-4.22909, 0.83786, -0.47490], [-3.55784, 2.04512, -0.45106], [-4.25638, 3.23074, -0.24795], [-5.60614, 3.18469, 0.05747], [-6.26472, 1.95854, 0.08589], [-7.58529, 1.85727, 0.43861], [-2.19778, 2.02985, -0.70349], [-6.05338, -0.18035, -0.26503], [-3.63788, -0.05147, -0.61208], [-3.68323, 4.15194, -0.21979], [-6.11225, 4.09452, 0.35555], [-8.04785, 2.70003, 0.40835], [-1.84348, 2.91205, -0.55311]],
  "atomic_forces_ev_per_a": [[-0.8202, -0.7874, 0.2622], [0.5191, 2.4565, -1.2632], [0.1603, -0.4104, 0.3847], [0.2941, -0.8975, 1.0010], [0.6772, 1.1713, 0.7271], [-0.2906, -0.3637, -2.0338], [0.5821, -0.8196, 0.6181], [0.6253, 2.0734, 0.4238], [-1.1292, -0.4016, 0.1765], [1.3153, 5.6109, 1.4785], [-1.0996, -1.7746, 0.5132], [-0.9893, -1.4333, -1.2531], [0.5441, -2.4302, -0.7704], [0.1312, -0.3548, 0.4144], [-0.7039, -1.4049, -1.0552], [0.1539, -0.6117, -0.5804], [0.3411, 0.5537, 0.5132], [-0.2308, -0.1456, 0.4130], [-0.1771, 0.4452, 0.3874], [-0.1566, -0.1745, -0.5400], [-0.2320, -0.3504, 0.5410], [0.0648, 0.2978, -0.3339], [-0.3939, -0.1870, -0.2395], [0.3833, 0.3312, -0.0383], [-0.0093, -0.1892, 0.0216], [0.2279, -0.0780, 0.0807], [-0.1211, -0.2128, -0.0275], [0.2571, 0.1210, 0.1983], [-0.0219, -0.0544, 0.0156], [0.2947, -0.0209, 0.1505], [-0.0881, 0.0131, -0.0747], [-0.1227, 0.0202, -0.1140], [0.0123, -0.0231, -0.1778], [-0.0586, 0.5806, 0.5186], [0.4045, -0.2640, -0.9568], [0.7078, -0.3801, 0.7345], [-0.0253, -0.2289, 0.0922], [-0.6297, 0.0351, 0.2832], [0.0912, 0.2258, -0.8107], [-0.2699, 0.0029, 0.4717], [0.0575, -0.0278, -0.0479], [0.0677, -0.2053, -0.1541], [-0.3726, 0.2843, -0.2302], [0.0874, 0.0049, 0.0087], [-0.1038, -0.0709, 0.3757], [-0.0804, 0.1157, -0.1594], [0.8297, -0.6418, 0.2873], [0.1175, 0.3936, 0.1342], [0.1394, 0.2544, -0.4671], [0.5170, -0.3263, 0.3257], [0.1630, -0.1327, 0.1919], [-0.5883, 0.6318, -0.2546], [-0.2328, -0.3522, -0.0049], [-0.2505, -0.0789, 0.1892], [-0.4284, 0.1988, 0.0594], [-0.1637, -0.2473, -0.2028], [-0.2600, 0.1314, -0.0613], [-0.1363, -0.0145, -0.1241], [0.2934, 0.0891, -0.0279], [0.1265, 0.0538, 0.0104]],
  "lowdin_charge": [-0.280, 1.001, -0.265, -0.267, 1.057, -0.257, -0.281, 0.998, -0.271, -0.778, -0.154, -0.090, -0.110, -0.243, 0.311, -0.250, 0.004, -0.121, -0.039, -0.019, -0.328, -0.005, -0.004, -0.329, 0.045, 0.041, 0.106, 0.110, 0.121, 0.121, 0.098, 0.102, -0.016, -0.014, -0.331, -0.021, -0.015, -0.328, 0.031, 0.035, 0.116, 0.120, 0.116, 0.119, 0.058, 0.103, 0.002, -0.009, -0.311, -0.021, -0.021, -0.326, 0.040, 0.023, 0.119, 0.086, 0.117, 0.115, 0.102, 0.088]
}

Record 3
{
  "formula": "C29H53AsF2IO2Si",
  "method": "ωB97M-V/def2-TZVPD",
  "spin_multiplicity": 1,
  "gap_ev": 7.2,
  "e_lumo_ev": 2.497,
  "total_energy_ha": -4309.84758,
  "e_homo_ev": -4.7,
  "total_charge": -1,
  "symbols": ["C", "C", "C", "F", "As", "O", "C", "C", "C", "C", "C", "C", "C", "C", "Si", "C", "C", "C", "C", "C", "C", "C", "C", "C", "C", "C", "C", "C", "C", "C", "O", "F", "C", "C", "C", "I", "H", "H", "H", "H", "H", "H", "H", "H", "H", "H", "H", "H", "H", "H", "H", "H", "H", "H", "H", "H", "H", "H", "H", "H", "H", "H", "H", "H", "H", "H", "H", "H", "H", "H", "H", "H", "H", "H", "H", "H", "H", "H", "H", "H", "H", "H", "H", "H", "H", "H", "H", "H", "H"],
  "positions_angstrom": [[-1.76641, -3.99875, 1.67683], [-1.42443, -3.77034, 0.11879], [-1.31204, -2.22714, -0.13410], [-2.66682, -1.81720, -0.49004], [0.14732, -1.54713, -1.37248], [0.06857, 0.10177, -0.51029], [-1.21596, -0.96685, -2.80175], [-1.99051, 0.36227, -2.52856], [-1.41818, 1.68740, -3.17701], [-1.30690, 2.91483, -2.18118], [-2.66007, 3.62107, -1.83120], [-3.56248, 2.87636, -0.77121], [-2.81924, 2.32146, 0.49942], [-2.52683, 3.44267, 1.62627], [-0.87676, 2.97779, 2.45561], [0.47225, 3.17287, 1.09208], [-0.94656, 1.17821, 3.10716], [-0.33050, 4.22472, 3.82533], [-0.66781, 5.65084, 3.82866], [-0.11573, 6.47187, 4.93695], [0.74278, 5.89229, 5.98361], [1.05266, 4.45473, 5.99287], [0.51486, 3.63957, 4.90070], [0.25662, -3.25586, -2.46236], [1.37359, -4.31757, -2.18326], [2.85556, -3.96994, -2.60515], [3.78337, -5.13873, -2.06230], [2.94780, -4.04107, -4.20434], [1.58478, -0.73501, -2.60047], [2.77909, 0.00549, -1.96488], [2.77677, 1.18000, -1.72467], [4.01980, -0.62598, -1.67292], [1.48041, -2.16138, 0.04377], [1.53351, -1.36260, 1.39641], [1.83698, -2.43102, 2.57130], [3.15138, 0.06898, 1.64633], [-1.38027, -5.04093, 1.90980], [-2.86459, -3.98588, 1.88661], [-1.16991, -3.31731, 2.34476], [-2.32648, -4.17340, -0.42603], [-0.52735, -4.39511, -0.08637], [-1.18382, -1.74774, 0.88402], [0.29158, 0.85340, -1.08176], [-0.75637, -0.93000, -3.84018], [-1.98526, -1.79272, -2.91537], [-2.23835, 0.55935, -1.44717], [-3.01872, 0.22549, -2.99870], [-0.42056, 1.59197, -3.68012], [-2.13072, 2.02724, -3.99310], [-0.63365, 3.69071, -2.65081], [-0.80285, 2.57206, -1.24479], [-3.29027, 3.79225, -2.75397], [-2.44989, 4.65510, -1.41270], [-4.43198, 3.54191, -0.48366], [-4.01368, 1.98257, -1.30323], [-1.90292, 1.71110, 0.28889], [-3.54635, 1.61003, 0.99847], [-3.40881, 3.40262, 2.33671], [-2.54553, 4.46383, 1.15728], [0.09904, 3.98119, 0.39777], [1.46314, 3.41384, 1.55207], [0.57067, 2.24340, 0.47292], [0.06923, 0.87343, 3.48212], [-1.74389, 1.01449, 3.88022], [-1.19084, 0.49069, 2.24303], [-1.29865, 6.08200, 3.01618], [-0.34929, 7.56919, 4.92604], [1.18582, 6.51588, 6.80506], [1.70153, 3.95378, 6.75348], [0.77512, 2.54878, 4.91048], [-0.72561, -3.82168, -2.53299], [0.39821, -2.92679, -3.54024], [1.38544, -4.78854, -1.15829], [1.11209, -5.20455, -2.85468], [3.21900, -2.95256, -2.32996], [3.57196, -5.39473, -0.98580], [4.87582, -4.95734, -2.24976], [3.48608, -6.05975, -2.65107], [2.17110, -3.38471, -4.68228], [3.94732, -3.57060, -4.45956], [2.94402, -5.09411, -4.58172], [2.01518, -1.42471, -3.37209], [1.07884, 0.08426, -3.19072], [2.54439, -2.24265, -0.33785], [1.26769, -3.22516, 0.37642], [0.60524, -0.86390, 1.75012], [1.05004, -3.23066, 2.58864], [2.81537, -2.91358, 2.30153], [1.92181, -1.89008, 3.55839]],
  "atomic_forces_ev_per_a": [[0.9313, -1.2765, -0.5681], [-1.0588, 0.2561, 1.6760], [-1.1016, -0.4513, 1.1845], [0.9616, -0.1648, 0.0650], [-0.6552, -0.8501, -1.1862], [-0.1112, 0.8969, 0.4208], [-1.0362, 0.1472, -0.6369], [-1.2809, 0.3047, -0.6368], [-0.4368, 0.9199, 0.0188], [0.0638, 0.0049, -0.4537], [-0.2696, 0.4369, 0.6618], [0.1512, -0.8175, -0.6713], [-0.9943, 0.3561, 0.9846], [-0.9229, -0.5329, -0.3970], [0.5309, 0.3819, -0.5835], [-0.4580, -0.2178, -0.1514], [-0.0820, -0.3217, -0.2674], [0.5321, 0.3127, 1.6325], [2.0013, -1.1909, 2.5193], [0.3108, -1.6408, -0.4890], [-0.6536, -1.2486, -1.1534], [-1.4724, 0.8070, -2.3467], [-0.2770, 2.2264, 0.4267], [0.2437, -1.3853, -0.9903], [0.1462, -0.9250, -0.7361], [-0.1927, -1.2798, -1.0528], [-0.5650, -0.0491, -0.4086], [0.9488, 1.1679, 0.8321], [2.6832, 1.1155, -1.1105], [-0.3098, 1.3610, -0.2373], [-0.0545, -0.8678, -0.0648], [-1.6052, -0.3838, -0.6104], [1.1920, -0.2475, 1.1677], [-0.2479, -2.0816, 1.6898], [0.4085, 0.6638, -0.7118], [-0.4982, -0.0222, -0.2218], [-0.6714, 0.9887, 0.0275], [0.9891, 0.3119, -0.0777], [-0.8622, -0.4467, -0.6774], [1.1907, 0.4299, 0.1241], [-0.5986, 0.7857, -0.2467], [0.0841, -0.3238, -1.1887], [0.0444, -0.5185, 0.0529], [-0.2186, 0.1229, 1.1727], [0.8437, 0.7903, 0.4526], [0.6998, -0.5577, -1.0853], [1.0113, 0.1678, 0.5005], [-0.7641, -0.3170, 0.5289], [0.8183, -0.4289, 0.7034], [-0.6081, -0.7643, 0.4574], [-0.4006, 0.4134, -0.7390], [0.7394, -0.2187, 0.7829], [-0.0230, -1.0371, -0.4781], [0.9824, -0.6590, -0.1157], [0.3873, 0.9100, 0.6026], [-0.8061, 0.6058, -0.1893], [0.8754, 0.5384, -0.6219], [1.0046, 0.2179, -0.6116], [0.2650, -0.8098, 0.4379], [0.6762, -0.5475, 0.7296], [-0.8005, -0.0746, -0.5609], [0.0543, 0.7076, 0.6733], [-0.9891, 0.2012, -0.1849], [0.8483, 0.1859, -0.4928], [0.2904, 0.7699, 0.7471], [0.6236, -0.3218, 0.9046], [0.3620, -1.1989, 0.2238], [-0.6726, -0.4739, -1.0427], [-0.6924, 0.8043, -0.6664], [-0.4233, 1.1929, -0.2215], [0.8976, 0.7670, 0.4974], [-0.0841, -0.1949, 1.2024], [-0.1971, 0.8852, -0.7520], [0.3562, 0.7915, 0.7187], [-0.3850, -0.9043, 0.2233], [0.4415, 0.5270, -0.9319], [-0.9901, -0.1002, 0.3328], [0.4050, 0.8468, 0.6355], [0.5806, -0.8819, 0.3407], [-0.9861, -0.6446, -0.0372], [-0.2754, 0.9083, 0.2847], [-0.5136, 0.2289, 0.8169], [0.5541, -0.8162, 0.8280], [-1.1746, 0.2586, 0.1735], [-0.0750, 1.1272, -0.5423], [0.7461, 0.0327, -0.9668], [0.5515, 0.7870, 0.0644], [-0.8236, 0.3276, 0.5423], [-0.1097, -0.7958, -0.9453]],
  "lowdin_charge": [-0.118, -0.219, -0.343, -0.127, 0.977, -0.355, -0.293, -0.261, -0.192, -0.211, -0.209, -0.216, -0.254, -0.257, 0.587, -0.172, -0.174, -0.237, -0.080, -0.094, -0.105, -0.092, -0.090, -0.308, -0.254, -0.403, -0.100, -0.102, -0.180, -0.488, 0.053, -0.037, -0.306, -0.769, -0.218, 0.837, 0.066, 0.067, 0.053, 0.112, 0.073, 0.087, -0.001, 0.076, 0.071, 0.073, 0.104, 0.093, 0.103, 0.113, 0.061, 0.106, 0.100, 0.110, 0.102, 0.060, 0.113, 0.076, 0.067, 0.040, 0.033, 0.002, 0.022, 0.041, 0.028, 0.092, 0.086, 0.087, 0.092, 0.087, 0.079, 0.059, 0.083, 0.113, 0.094, 0.072, 0.075, 0.072, 0.062, 0.080, 0.070, 0.068, 0.070, 0.069, 0.061, 0.024, 0.053, 0.062, 0.051]
}